Formula: C37H33FN2O4P2Ti
Source: the OMol25 dataset
Level of theory: the ωB97M-V functional and the def2-TZVPD basis

Its expectation value of S² is 0.754. The value obtained for the HOMO energy (alpha / beta) is -11.3 / -11.3 eV. The total charge is +1. The calculation puts the relative energy (zero: lowest compared OMol25 entry of this formula, charge and spin) at 21.1 kcal per mole. Its spin multiplicity is 2. The value obtained for the largest force on an atom is 1.92 eV Å⁻¹.

Geometry (Å):
Ti 0.816 -0.557 0.406
C 0.370 1.161 1.860
C 1.473 0.465 2.382
C 1.066 -0.860 2.673
C -0.317 -0.959 2.382
C -0.743 0.274 1.854
H 0.343 2.210 1.604
H 2.428 0.895 2.622
H 1.668 -1.613 3.152
H -0.942 -1.815 2.567
H -1.758 0.534 1.603
C -0.637 1.236 -1.893
C 0.417 0.551 -2.791
P 1.803 -0.224 -1.878
C 3.045 -0.581 -3.172
C 4.041 0.345 -3.484
C 4.915 0.093 -4.532
C 4.804 -1.078 -5.272
C 3.818 -1.999 -4.963
C 2.936 -1.755 -3.920
C 2.743 0.924 -0.788
C 3.540 0.182 0.098
C 4.491 0.798 0.901
C 4.631 2.173 0.858
C 3.830 2.928 0.000
C 2.905 2.314 -0.825
P -0.359 3.074 -1.761
C -1.336 3.615 -3.206
C -0.636 3.855 -4.389
C -1.310 4.225 -5.547
C -2.689 4.381 -5.522
C -3.392 4.160 -4.344
C -2.720 3.777 -3.192
C -1.422 3.455 -0.326
C -2.544 2.713 0.047
C -3.258 3.038 1.192
C -2.861 4.110 1.981
C -1.751 4.863 1.619
C -1.034 4.533 0.474
H -0.627 0.822 -0.876
H -1.636 1.060 -2.284
H 0.791 1.210 -3.574
H -0.008 -0.326 -3.284
H 4.159 1.255 -2.912
H 5.687 0.814 -4.766
H 5.490 -1.270 -6.088
H 3.731 -2.916 -5.533
H 2.166 -2.478 -3.687
H 3.482 -0.903 0.109
H 5.115 0.202 1.555
H 5.365 2.661 1.485
H 3.949 4.005 -0.045
H 2.309 2.912 -1.504
H 0.445 3.762 -4.402
H -0.758 4.406 -6.461
H -3.216 4.683 -6.420
H -4.468 4.291 -4.324
H -3.279 3.616 -2.277
H -2.873 1.881 -0.566
H -4.134 2.461 1.469
H -3.419 4.360 2.874
H -1.441 5.701 2.230
H -0.162 5.114 0.194
F 5.309 -3.645 -2.318
C 4.348 -4.486 -1.935
C 3.238 -4.039 -1.360
N 2.217 -4.882 -0.952
C 1.004 -4.378 -0.338
C 0.558 -3.080 -0.974
O 0.606 -2.920 -2.161
O 0.115 -2.156 -0.104
C 2.317 -6.260 -1.101
O 1.448 -7.021 -0.741
N 3.492 -6.679 -1.691
C 4.560 -5.911 -2.172
O 5.517 -6.407 -2.707
H 3.099 -2.978 -1.209
H 1.111 -4.257 0.739
H 0.228 -5.122 -0.510
H 3.579 -7.679 -1.809

---

Formula: C38H84N3O21P4
Source: the OMol25 dataset
Level of theory: the ωB97M-V functional and the def2-TZVPD basis

The value obtained for the HOMO energy is -11.3 eV. The total charge is +1. The calculation puts the relative energy (zero: lowest compared OMol25 entry of this formula, charge and spin) at 565.0 kcal per mole. Its spin multiplicity is 1. The value obtained for the largest force on an atom is 10.20 eV Å⁻¹.

Geometry (Å):
C -4.894 -3.277 -0.542
C -4.702 -3.182 1.116
O -3.862 -4.050 1.717
O -5.503 -2.155 1.799
C -4.650 -1.187 2.525
C -3.535 -0.483 1.550
C -3.396 1.144 1.755
C -1.931 1.761 1.317
C -1.336 1.141 -0.093
N -0.668 -0.209 0.049
C -0.669 -1.088 -1.042
N -0.065 -2.490 -1.142
C -0.045 -2.855 -2.634
C -0.240 -1.390 -3.343
C 1.081 -0.466 -3.674
C 2.391 -0.797 -2.734
O 3.479 -1.293 -3.382
O 2.499 -0.562 -1.285
C 2.637 0.892 -0.998
C 3.833 1.502 -0.002
O 1.827 1.830 -1.542
N -1.294 -0.812 -2.424
H -5.100 -2.168 -0.892
H -3.942 -3.683 -1.090
H -5.856 -3.908 -0.795
H -4.051 -1.823 3.328
H -5.274 -0.401 3.128
H -2.474 -0.937 1.853
H -3.723 -0.672 0.389
H -4.272 1.768 1.247
H -3.530 1.333 2.926
H -2.126 2.918 1.095
H -1.134 1.756 2.198
H -0.560 1.956 -0.493
H -2.225 1.142 -0.866
H -0.201 -0.570 0.911
H 0.863 -2.632 -0.658
H 0.891 -3.442 -3.039
H -0.971 -3.519 -2.929
H -0.804 -1.367 -4.390
H 1.390 -0.649 -4.812
H 0.748 0.679 -3.630
H 3.505 1.549 1.126
H 4.791 0.845 -0.179
H 4.008 2.616 -0.348
H -2.101 -1.497 -2.539
O -2.154 2.033 -6.112
P -1.781 3.531 -6.223
O -2.132 3.878 -4.642
C -1.173 3.543 -3.659
C 0.000 4.504 -3.692
O -3.261 3.989 -6.846
C -4.004 3.072 -7.642
C -5.031 2.335 -6.798
O -1.364 5.206 -6.347
C -0.690 5.575 -7.538
C -1.589 5.516 -8.760
H -0.835 2.511 -3.796
H -1.666 3.605 -2.685
H 0.572 4.389 -4.617
H 0.675 4.322 -2.849
H -0.345 5.543 -3.651
H -3.335 2.377 -8.161
H -4.520 3.647 -8.419
H -4.604 1.938 -5.875
H -5.473 1.508 -7.363
H -5.833 3.016 -6.500
H 0.188 4.935 -7.671
H -0.334 6.602 -7.403
H -1.816 4.480 -9.023
H -1.103 5.979 -9.623
H -2.541 6.024 -8.572
O -4.213 6.632 1.504
P -4.137 7.085 0.025
O -4.808 8.574 0.303
C -3.978 9.591 0.827
C -3.034 10.126 -0.232
O -5.554 6.322 -0.419
C -5.953 5.133 0.253
C -6.936 5.448 1.369
O -4.052 7.592 -1.627
C -3.277 6.760 -2.476
C -3.930 5.413 -2.728
H -3.421 9.215 1.692
H -4.629 10.397 1.176
H -2.305 9.365 -0.525
H -2.486 10.997 0.141
H -3.584 10.412 -1.135
H -5.081 4.586 0.627
H -6.438 4.482 -0.482
H -6.598 6.271 2.002
H -7.102 4.568 1.998
H -7.897 5.758 0.948
H -2.278 6.634 -2.046
H -3.164 7.288 -3.429
H -3.897 4.794 -1.827
H -3.411 4.872 -3.523
H -4.983 5.532 -3.006
O 1.573 -8.065 3.363
P 0.694 -6.801 3.526
O 1.965 -5.741 3.459
C 2.489 -5.411 2.188
C 1.561 -4.472 1.441
O 0.626 -6.904 5.192
C 0.688 -8.178 5.822
C 2.110 -8.496 6.255
O -0.288 -5.389 3.709
C -1.684 -5.604 3.586
C -2.261 -6.382 4.755
H 2.672 -6.322 1.607
H 3.452 -4.920 2.349
H 0.627 -4.974 1.179
H 2.030 -4.118 0.517
H 1.301 -3.607 2.061
H 0.282 -8.956 5.166
H 0.040 -8.145 6.704
H 2.838 -8.313 5.463
H 2.193 -9.541 6.571
H 2.400 -7.858 7.094
H -1.892 -6.113 2.640
H -2.160 -4.618 3.542
H -1.938 -7.426 4.720
H -3.353 -6.372 4.729
H -1.923 -5.966 5.710
O 6.645 -3.774 2.183
P 7.802 -3.291 3.093
O 8.932 -4.301 2.425
C 9.522 -3.920 1.197
C 10.523 -2.799 1.397
O 7.391 -4.289 4.367
C 6.029 -4.647 4.571
C 5.724 -5.993 3.934
O 9.093 -2.752 4.109
C 8.820 -1.585 4.867
C 7.806 -1.829 5.970
H 8.746 -3.628 0.481
H 10.033 -4.798 0.794
H 10.021 -1.877 1.704
H 11.069 -2.597 0.469
H 11.242 -3.053 2.183
H 5.361 -3.864 4.196
H 5.860 -4.712 5.651
H 6.094 -6.063 2.909
H 4.647 -6.184 3.929
H 6.215 -6.795 4.493
H 8.481 -0.788 4.197
H 9.766 -1.261 5.314
H 6.808 -1.981 5.550
H 7.754 -0.973 6.647
H 8.060 -2.725 6.546

---

Formula: C15H17N2O5SSe5SiTa
Source: the OMol25 dataset
Level of theory: the ωB97M-V functional and the def2-TZVPD basis

The value obtained for the HOMO energy is -7.5 eV. The total charge is 0. The calculation puts the relative energy (zero: lowest compared OMol25 entry of this formula, charge and spin) at 26.1 kcal per mole. Its spin multiplicity is 1. The value obtained for the largest force on an atom is 1.42 eV Å⁻¹.

Geometry (Å):
Ta -1.301 0.027 0.343
O 0.424 -5.071 -1.672
C -0.133 -3.871 -1.355
O -0.796 -3.716 -0.372
C 0.169 -2.833 -2.400
C 0.605 -3.190 -3.668
C 0.790 -2.182 -4.605
C 0.534 -0.871 -4.241
C 0.123 -0.622 -2.936
N -0.042 -1.575 -2.033
C -0.187 0.793 -2.515
O -0.239 1.695 -3.315
O -0.443 0.931 -1.239
H 0.143 -5.663 -0.958
H 0.779 -4.224 -3.918
H 1.118 -2.427 -5.606
H 0.639 -0.038 -4.920
O -2.559 1.730 0.200
N -2.027 2.905 -0.153
C -2.720 3.647 -1.036
C -2.271 4.896 -1.365
C -1.089 5.354 -0.778
C -0.392 4.554 0.094
C -0.860 3.275 0.414
S -0.077 2.121 1.414
H -3.606 3.157 -1.410
H -2.827 5.490 -2.073
H -0.709 6.336 -1.021
H 0.540 4.880 0.531
Se -2.358 0.155 2.706
Se -2.690 -1.914 1.738
Se -4.536 -1.591 0.301
Se -3.054 -0.909 -1.412
C 2.947 0.677 2.931
Si 1.813 -0.805 3.017
C 0.681 -0.653 4.488
C 2.826 -2.373 3.146
Se 0.770 -1.085 1.011
H 3.510 0.785 3.861
H 2.383 1.596 2.768
H 3.660 0.580 2.111
H 1.265 -0.648 5.410
H -0.018 -1.491 4.535
H 0.097 0.265 4.450
H 3.579 -2.277 3.932
H 3.348 -2.592 2.214
H 2.193 -3.229 3.385